{
  "formula": "C12H35O4PS3",
  "method": "ωB97M-V/def2-TZVPD",
  "largest_force_ev_per_a": 2.7,
  "homo_lumo_gap_ev": 8.35,
  "e_homo_ev": -7.8,
  "species": ["C", "O", "C", "C", "C", "C", "C", "P", "H", "H", "H", "H", "H", "H", "H", "H", "H", "H", "H", "H", "H", "H", "H", "H", "H", "C", "S", "O", "C", "H", "H", "H", "H", "H", "H", "C", "S", "O", "C", "H", "H", "H", "H", "H", "H", "C", "S", "O", "C", "H", "H", "H", "H", "H", "H"],
  "xyz": [[1.836762, 0.121074, -0.846772], [1.465472, 0.918164, -2.027066], [0.002893, 0.966173, -2.226838], [-0.439036, -0.450247, -2.933946], [-2.013374, -0.517304, -3.407500], [-3.049343, -1.094832, -2.275998], [-4.554910, -0.414517, -2.316141], [-4.534717, 1.022301, -1.022748], [1.224834, -0.868331, -0.704653], [1.823204, 0.741862, 0.165604], [2.973366, -0.219253, -0.977078], [-0.198029, 1.887134, -2.959315], [-0.607253, 1.216790, -1.245327], [0.204462, -0.528018, -3.936467], [-0.203486, -1.389635, -2.268070], [-2.383256, 0.512892, -3.877081], [-2.044527, -1.291377, -4.315803], [-3.184588, -2.253328, -2.470461], [-2.649671, -0.918541, -1.171213], [-4.908882, -0.087320, -3.382055], [-5.340572, -1.218313, -1.936325], [-5.916103, 1.393945, -1.312725], [-3.402707, 1.569216, -1.780833], [-4.187202, 0.079412, 0.047443], [-4.430242, 2.149306, -0.119089], [5.313612, -0.048883, 3.127751], [3.531696, -0.351415, 3.208003], [3.129100, -1.016276, 1.925425], [3.042090, 1.386841, 3.095998], [5.830050, -1.011503, 3.144183], [5.562570, 0.479349, 2.204284], [5.623406, 0.541284, 3.993161], [3.430385, 1.826714, 2.174328], [3.425161, 1.930676, 3.962339], [1.950898, 1.439845, 3.090076], [-0.863104, 4.332614, 5.923190], [0.456811, 4.303955, 4.686180], [0.661308, 2.875382, 4.278144], [1.791588, 4.739506, 5.827433], [-1.799929, 4.049502, 5.437576], [-0.641704, 3.622598, 6.723601], [-0.959195, 5.341105, 6.331745], [1.850022, 4.004297, 6.633529], [1.609867, 5.734776, 6.239089], [2.733303, 4.744324, 5.273633], [0.831333, -5.412742, -2.901470], [-0.199645, -4.033614, -3.456702], [-1.359092, -3.928372, -2.511324], [-0.797086, -4.841302, -4.961526], [1.282501, -5.144821, -1.943202], [0.220535, -6.309861, -2.775367], [1.621358, -5.596121, -3.633206], [-1.308078, -5.773361, -4.708762], [0.045400, -5.043146, -5.626750], [-1.498256, -4.168601, -5.460904]],
  "atomic_forces_ev_per_a": [[1.4, -0.5, 0.8], [-1.5, -0.8, 1.6], [-0.4, -0.1, -0.7], [-0.3, 0.4, -0.9], [0.0, -0.5, -0.6], [-0.8, -0.2, -0.3], [-0.1, -1.7, 0.0], [0.5, -0.4, -1.1], [0.9, 2.0, -0.4], [-0.3, -1.2, -2.2], [-2.5, 0.8, 0.1], [0.5, -2.2, 1.4], [1.4, -0.7, -1.7], [-1.2, 0.2, 2.3], [-0.5, 2.0, -1.2], [0.9, -2.0, 1.2], [0.0, 1.7, 1.9], [0.6, 2.5, 0.7], [-0.5, -0.5, -2.3], [0.8, -0.4, 1.9], [1.5, 1.5, -0.8], [0.5, -0.2, 0.1], [-0.5, -0.1, 0.5], [-0.3, 0.6, -0.6], [-0.1, 0.0, 0.3], [0.1, 0.0, -0.1], [-0.1, 0.1, -0.4], [0.3, 0.3, 0.5], [-0.1, -0.1, -0.2], [-0.2, 0.1, 0.0], [-0.1, 0.0, 0.0], [-0.1, -0.1, 0.0], [0.1, -0.1, 0.0], [-0.1, -0.1, 0.0], [0.2, -0.1, 0.1], [-0.1, -0.1, 0.1], [0.0, -0.4, 0.0], [-0.1, 0.7, 0.4], [0.1, -0.1, 0.1], [0.2, 0.0, 0.0], [0.1, 0.0, -0.1], [0.0, 0.0, -0.1], [-0.1, 0.0, -0.1], [0.0, -0.1, -0.1], [-0.2, 0.0, 0.0], [0.0, -0.1, 0.1], [-0.3, -0.1, 0.2], [0.5, -0.2, -0.5], [-0.1, -0.1, 0.0], [-0.1, 0.1, -0.1], [0.0, 0.1, 0.0], [-0.1, 0.1, 0.0], [0.0, 0.1, 0.1], [0.0, 0.1, 0.1], [0.1, 0.0, 0.2]]
}